No. 1
Molecular formula: C5H11NO
Method: DFT, the ωB97M-V functional and the def2-TZVPD basis

Element x y z (Å)
C  3.466  0.535  -0.163
C  -1.308  -0.306  1.469
C  -1.089  1.231  -0.515
C  -1.623  -1.278  -0.772
C  -1.392  -0.140  -0.062
N  2.231  0.325  -0.001
O  1.750  -0.903  -0.438
H  4.040  -0.280  -0.531
H  3.663  1.537  0.258
H  -2.064  0.120  2.047
H  -1.455  -1.384  1.862
H  -0.355  0.210  1.925
H  -0.835  1.116  -1.518
H  -0.477  1.850  0.012
H  -2.051  1.653  -0.428
H  0.925  -0.848  -0.888
H  -1.864  -2.274  -0.436
H  -1.561  -1.162  -1.823

Properties
Net charge ... 0
Expectation value of S² ... 2.007
Kohn-Sham gap (spin up / spin down) ... 6.31 / 7.30 eV
2S+1 ... 3
Energy relative to the best compared isomer or geometry (same formula, charge and spin) ... 56.1 kcal/mol
Maximum force ... 9.5 eV Å⁻¹

Results of the natural (NBO) charge analysis, in e, for atoms 1 through 8: number 1, C, carries -0.44; number 2, C, carries -0.66; number 3, C, carries -0.66; number 4, C, carries -0.46; number 5, C, carries 0.06; number 6, N, carries -0.03; number 7, O, carries -0.45; number 8, H, carries 0.21

No. 2
Molecular formula: C6H10O2
Method: DFT, the ωB97M-V functional and the def2-TZVPD basis

Element x y z (Å)
C  0.199  -0.993  -1.558
C  -2.343  -0.832  0.233
C  1.916  0.784  1.273
C  1.036  0.533  0.100
C  -0.132  1.444  -0.046
C  1.271  -0.482  -0.803
O  -0.971  -0.743  0.007
O  -0.567  2.122  0.860
H  -0.444  -0.330  -2.122
H  0.272  -2.015  -1.920
H  -0.570  1.507  -1.056
H  2.135  -1.117  -0.651
H  -2.599  -0.077  0.994
H  -2.943  -0.584  -0.658
H  -2.633  -1.825  0.602
H  2.351  1.786  1.206
H  2.708  0.042  1.357
H  1.313  0.779  2.182

Properties
Net charge ... 0
Kohn-Sham gap ... 8.95 eV
2S+1 ... 1
Energy relative to the best compared isomer or geometry (same formula, charge and spin) ... 90.6 kcal/mol
Maximum force ... 2.2 eV Å⁻¹

Results of the natural (NBO) charge analysis, in e, for atoms 1 through 8: number 1, C, carries -0.05; number 2, C, carries -0.25; number 3, C, carries -0.66; number 4, C, carries 0.10; number 5, C, carries 0.41; number 6, C, carries -0.31; number 7, O, carries -0.66; number 8, O, carries -0.55

No. 3
Molecular formula: C6H6N2O
Method: DFT, the ωB97M-V functional and the def2-TZVPD basis

Element x y z (Å)
C  0.771  -1.452  -0.887
C  0.839  -0.083  -0.358
C  0.320  -0.311  1.041
C  1.135  1.112  -0.950
C  0.091  0.660  1.889
C  -1.920  -0.435  -1.438
N  0.418  -2.306  0.032
N  -2.413  0.205  -0.562
O  0.270  -1.652  1.194
H  1.059  -1.818  -1.893
H  1.038  2.037  -0.466
H  1.254  1.144  -1.978
H  0.385  1.592  1.364
H  -0.119  0.742  2.956
H  -3.128  0.566  0.058

Properties
Net charge ... 0
Kohn-Sham gap ... 8.20 eV
2S+1 ... 1
Energy relative to the best compared isomer or geometry (same formula, charge and spin) ... 103.6 kcal/mol
Maximum force ... 3.5 eV Å⁻¹

Results of the natural (NBO) charge analysis, in e, for atoms 1 through 8: number 1, C, carries -0.02; number 2, C, carries -0.11; number 3, C, carries 0.26; number 4, C, carries -0.33; number 5, C, carries -0.46; number 6, C, carries 0.30; number 7, N, carries -0.06; number 8, N, carries -0.75

No. 4
Molecular formula: C6H10O
Method: DFT, the ωB97M-V functional and the def2-TZVPD basis

Element x y z (Å)
C  -1.200  0.261  -2.105
C  -0.370  0.118  -0.847
C  -0.865  0.317  0.383
C  -0.120  0.319  1.696
C  1.392  0.114  1.586
C  1.036  -0.199  -1.219
O  1.271  -1.486  -1.109
H  -1.278  -0.694  -2.640
H  -0.719  0.969  -2.788
H  -2.209  0.614  -1.880
H  -1.922  0.587  0.457
H  -0.558  -0.436  2.368
H  -0.324  1.285  2.182
H  1.899  0.492  2.477
H  1.661  -0.940  1.456
H  1.806  0.657  0.730
H  0.499  -1.978  -0.747

Properties
Net charge ... 0
Kohn-Sham gap ... 9.12 eV
2S+1 ... 1
Energy relative to the best compared isomer or geometry (same formula, charge and spin) ... 64.4 kcal/mol
Maximum force ... 0.4 eV Å⁻¹

Results of the natural (NBO) charge analysis, in e, for atoms 1 through 8: number 1, C, carries -0.63; number 2, C, carries -0.20; number 3, C, carries -0.18; number 4, C, carries -0.44; number 5, C, carries -0.62; number 6, C, carries 0.30; number 7, O, carries -0.63; number 8, H, carries 0.21

No. 5
Molecular formula: C44H110BN10O18
Method: DFT, the ωB97M-V functional and the def2-TZVPD basis

Element x y z (Å)
O  -0.508  1.248  3.500
C  -0.051  1.116  2.334
O  -0.431  0.197  1.421
B  0.292  0.430  0.148
O  1.301  1.464  0.512
C  1.140  1.875  1.774
O  1.886  2.629  2.415
O  -0.621  0.865  -0.946
C  -0.454  0.032  -1.949
O  -1.127  -0.028  -2.980
C  0.554  -0.993  -1.598
O  0.944  -0.793  -0.349
O  0.858  -1.985  -2.277
C  -3.168  -0.961  3.226
C  -3.996  -2.133  3.808
C  -5.014  -1.554  4.850
O  -5.521  -2.799  5.442
C  -6.689  -2.599  6.207
N  -4.724  -2.694  2.660
H  -3.772  -0.260  2.649
H  -2.335  -1.351  2.642
H  -2.645  -0.336  3.949
H  -3.415  -2.959  4.220
H  -5.761  -0.899  4.400
H  -4.632  -0.899  5.633
H  -6.557  -2.661  7.287
H  -7.553  -3.208  5.939
H  -7.139  -1.620  6.044
H  -5.576  -3.120  2.996
H  -5.067  -1.915  2.117
C  4.085  -2.752  1.150
C  2.880  -3.669  0.853
C  1.634  -3.278  1.702
O  1.832  -3.652  3.059
C  1.515  -2.612  4.043
N  2.609  -3.631  -0.598
H  4.980  -2.975  0.570
H  4.368  -2.805  2.201
H  3.793  -1.730  0.907
H  3.210  -4.667  1.144
H  0.785  -3.869  1.361
H  1.406  -2.219  1.574
H  1.617  -3.022  5.048
H  0.466  -2.338  3.929
H  2.185  -1.768  3.881
H  1.834  -4.216  -0.876
H  2.337  -2.715  -0.927
C  -8.043  2.396  -3.507
C  -8.072  0.948  -3.090
C  -6.713  0.344  -2.684
O  -5.961  -0.046  -3.828
C  -4.644  -0.557  -3.619
N  -9.016  0.840  -2.014
H  -7.414  2.938  -2.801
H  -9.033  2.854  -3.516
H  -7.489  2.519  -4.438
H  -8.553  0.392  -3.895
H  -6.928  -0.586  -2.157
H  -6.138  0.975  -2.006
H  -4.609  -1.488  -3.052
H  -3.880  0.156  -3.310
H  -4.311  -0.843  -4.616
H  -9.921  1.084  -2.388
H  -8.848  1.579  -1.346
C  2.376  -2.306  -5.204
C  2.878  -3.227  -6.400
C  2.074  -4.458  -6.538
O  2.166  -5.412  -5.451
C  1.203  -6.454  -5.530
N  2.928  -2.411  -7.526
H  2.427  -2.862  -4.268
H  1.370  -1.935  -5.398
H  3.045  -1.446  -5.213
H  3.889  -3.583  -6.202
H  2.283  -5.002  -7.458
H  1.010  -4.232  -6.616
H  1.470  -7.277  -4.868
H  1.007  -6.911  -6.500
H  0.225  -6.112  -5.190
H  3.309  -2.926  -8.307
H  3.584  -1.673  -7.313
C  3.967  3.997  -0.386
C  4.916  3.916  0.869
C  6.181  4.742  0.747
O  7.065  4.147  -0.193
C  8.308  4.814  -0.238
N  4.164  4.284  2.052
H  3.001  3.506  -0.269
H  4.488  3.628  -1.270
H  3.660  5.031  -0.539
H  5.130  2.847  0.891
H  6.665  4.797  1.722
H  5.999  5.774  0.448
H  9.009  4.431  0.503
H  8.287  5.901  -0.148
H  8.724  4.577  -1.217
H  3.569  3.504  2.295
H  4.705  4.176  2.898
C  0.930  1.727  6.817
C  2.294  1.942  6.114
C  2.778  0.780  5.293
O  4.190  0.623  5.402
C  4.626  -0.441  4.584
N  2.186  3.192  5.370
H  0.988  0.968  7.597
H  0.119  1.398  6.168
H  0.510  2.591  7.331
H  3.115  2.132  6.806
H  2.539  0.890  4.236
H  2.356  -0.127  5.727
H  4.351  -0.233  3.550
H  4.215  -1.392  4.925
H  5.710  -0.402  4.474
H  3.064  3.396  4.915
H  1.506  2.908  4.680
C  6.441  -2.147  -4.275
C  6.430  -1.873  -2.769
C  5.048  -1.299  -2.298
O  4.900  0.034  -2.739
C  4.014  0.818  -1.941
N  6.644  -3.215  -2.215
H  5.556  -2.660  -4.651
H  7.358  -2.532  -4.722
H  6.222  -1.184  -4.736
H  7.279  -1.198  -2.662
H  5.130  -1.314  -1.212
H  4.214  -1.939  -2.585
H  3.789  1.692  -2.553
H  4.466  1.114  -0.995
H  3.029  0.390  -1.756
H  7.002  -3.755  -2.991
H  5.779  -3.727  -2.115
C  -3.333  2.960  -2.651
C  -2.578  3.190  -3.978
C  -1.320  3.966  -3.706
O  -0.392  3.989  -4.848
C  -0.853  4.668  -5.969
N  -2.391  1.923  -4.697
H  -4.296  2.523  -2.917
H  -3.491  3.910  -2.140
H  -2.811  2.336  -1.926
H  -3.207  3.721  -4.693
H  -0.760  3.354  -3.000
H  -1.554  4.940  -3.276
H  -1.713  4.200  -6.446
H  0.028  4.838  -6.588
H  -1.217  5.641  -5.636
H  -1.947  1.256  -4.082
H  -1.648  1.983  -5.379
C  -3.495  -2.034  -0.357
C  -3.406  -3.478  -0.906
C  -1.968  -3.962  -1.280
O  -2.102  -5.344  -1.590
C  -0.909  -5.905  -2.170
N  -3.922  -4.317  0.224
H  -2.847  -1.846  0.500
H  -4.467  -1.566  -0.197
H  -3.062  -1.444  -1.165
H  -4.176  -3.527  -1.676
H  -1.208  -3.812  -0.513
H  -1.553  -3.469  -2.159
H  -1.001  -6.987  -2.267
H  -0.051  -5.769  -1.512
H  -0.596  -5.593  -3.166
H  -4.923  -4.186  0.250
H  -3.662  -3.974  1.138
C  -1.877  4.072  2.710
C  -2.648  4.354  3.961
C  -2.283  3.500  5.167
O  -3.020  3.994  6.297
C  -2.745  3.478  7.576
N  -2.377  5.745  4.252
H  -0.801  4.120  2.877
H  -1.988  4.852  1.957
H  -2.091  3.117  2.228
H  -3.716  4.171  3.844
H  -1.241  3.730  5.393
H  -2.485  2.436  5.048
H  -3.452  3.706  8.374
H  -1.827  3.866  8.015
H  -2.439  2.432  7.573
H  -2.812  5.752  5.164
H  -1.415  5.805  4.554

Properties
Net charge ... -2
Expectation value of S² ... 0.753
Kohn-Sham gap (spin up / spin down) ... 2.84 / 6.74 eV
2S+1 ... 2
Maximum force ... 4.6 eV Å⁻¹

Results of the Löwdin charge analysis, in e, for atoms 1 through 8: number 1, O, carries 0.05; number 2, C, carries -0.32; number 3, O, carries 0.21; number 4, B, carries -0.88; number 5, O, carries 0.22; number 6, C, carries -0.32; number 7, O, carries 0.06; number 8, O, carries 0.17

No. 6
Molecular formula: CH11N3O3
Method: DFT, the ωB97M-V functional and the def2-TZVPD basis

Element x y z (Å)
N  -0.265  0.225  1.847
C  0.525  -0.457  0.959
N  1.839  -0.579  1.452
N  0.003  -0.923  -0.183
H  0.047  0.537  2.728
H  -1.160  0.555  1.551
H  2.362  -1.125  0.822
H  2.226  0.336  1.733
H  -1.031  -0.890  -0.102
H  -1.960  1.495  -0.516
H  -3.316  1.689  0.434
O  -2.436  1.311  0.330
H  2.421  -0.901  -1.928
H  1.304  -1.451  -1.023
O  2.199  -1.701  -1.405
H  -1.401  0.431  -2.832
H  -0.340  0.434  -1.698
O  -1.016  1.014  -2.170

Properties
Net charge ... 0
Kohn-Sham gap ... 10.13 eV
SMILES string ... N=C(N)N.O.O.O
2S+1 ... 1
Energy relative to the best compared isomer or geometry (same formula, charge and spin) ... 9.0 kcal/mol
Maximum force ... 2.4 eV Å⁻¹

Results of the natural (NBO) charge analysis, in e, for atoms 1 through 8: number 1, N, carries -0.83; number 2, C, carries 0.63; number 3, N, carries -0.83; number 4, N, carries -0.91; number 5, H, carries 0.39; number 6, H, carries 0.43; number 7, H, carries 0.41; number 8, H, carries 0.39